(1)
A 2-piece molecular cluster, C3H10OS2 overall. Source: the OMol25 dataset; level of theory: the ωB97M-V functional and the def2-TZVPD basis.

The HOMO energy comes out at -9.25 eV. The calculation puts the LUMO energy at 0.322 eV. As for the spin multiplicity: 1. The energy relative to the best compared isomer or geometry (same formula, charge and spin) comes out at 103.3 kJ/mol. The structure (SMILES) is CCO.CSS. As for the gap between HOMO and LUMO: 0.352 Eh. The value obtained for the maximum force is 1.8 eV/A. As for the electronic energy: -991.8723 Ha.

Cartesian coordinates (Å):
H: -1.3955 0.7100 -2.6139
S: -0.1973 2.1510 -1.1300
C: 0.0156 -2.7942 3.6727
C: -0.5771 -2.2503 2.3424
H: 1.6187 2.4603 -3.1332
H: -0.6034 -2.4871 4.5174
O: -1.5224 -3.1491 1.7889
H: 0.0862 -3.8767 3.6254
H: 0.2731 -1.8615 1.7641
S: 1.7344 1.8564 -1.9534
H: -1.1173 -1.3022 2.4426
H: 0.9892 -2.3284 3.7240
C: -0.8740 0.5271 -1.6623
H: -1.6463 0.2729 -0.9274
H: -0.1001 -0.2150 -1.8221
H: -1.3797 -3.4252 0.8908

---

(2)
C13H35AlF3O7S as an isolated structure. Source: the OMol25 dataset; level of theory: the ωB97M-V functional and the def2-TZVPD basis.

The HOMO energy comes out at -5.78 eV. The calculation puts the LUMO energy at 2.151 eV. As for the spin multiplicity: 1. The energy relative to the best compared isomer or geometry (same formula, charge and spin) comes out at 494.1 kJ/mol. As for the gap between HOMO and LUMO: 0.291 Eh. The value obtained for the maximum force is 8.8 eV/A. As for the electronic energy: -1983.0832 Ha. The total charge is -1.

Cartesian coordinates (Å):
H: -0.4025 -6.3015 2.6107
H: 0.9809 3.1094 2.2733
H: -0.1345 -4.2001 1.2742
H: -1.4903 3.5759 2.1422
H: 3.9029 -2.0486 0.5117
H: 2.5573 0.2061 0.1227
H: 4.4255 1.0890 -4.6386
C: 2.0573 4.4164 -2.3699
H: -1.1240 -2.9596 -4.7327
O: 4.7557 4.0591 -1.8913
O: 1.7093 -4.8524 1.8726
H: -1.0671 -6.5090 0.9724
O: -3.6221 3.0969 4.2484
H: -0.9048 -4.1988 -2.5670
C: 0.5272 -5.0563 1.1128
H: 2.6613 -1.7288 1.9650
H: -5.2021 3.5023 3.0032
C: -0.1512 -6.3394 1.5457
C: -2.0099 -3.2719 -4.1703
C: 0.2716 2.3407 1.9514
H: -2.7673 -2.4938 -4.3114
C: -1.1124 2.6136 2.5027
H: -4.8492 4.9896 5.6686
F: 1.8022 3.8930 -1.0010
C: -4.5980 4.0072 3.7633
H: 0.5158 -7.1964 1.4062
H: -1.1009 2.6271 3.5963
C: 2.1024 -1.0901 -1.7101
O: 0.2333 2.3216 0.5321
O: -1.1882 -2.2115 -2.1752
F: 2.1138 5.9187 -2.3104
H: 0.8630 -0.8074 0.1919
H: -1.8187 1.8478 2.1658
H: -1.8849 -1.5429 -2.2921
Al: 3.5696 1.4051 -3.3072
H: -4.0779 4.8452 3.2899
H: 0.7933 -5.0916 0.0519
H: 0.2203 -0.3747 -2.7723
C: 1.2482 0.1154 -2.4132
H: 0.9313 0.9009 -1.5840
C: -5.4621 4.4973 4.9065
C: 2.7533 -2.0164 0.8134
O: 4.1302 4.4318 -4.2740
S: 3.6793 3.6587 -2.9738
H: -2.5615 -3.7358 -2.1304
H: 4.3255 0.6755 -2.0892
H: 3.1978 -1.2262 -2.0938
H: -6.2170 5.2037 4.5498
C: -1.6776 -3.4361 -2.7017
H: 2.2937 -5.6140 1.7157
H: -5.9676 3.6590 5.3971
H: -2.3844 -4.2087 -4.5925
H: 0.6364 1.3686 2.2963
H: 2.2710 -3.0945 0.6541
H: 1.5476 -2.1317 -1.8908
F: 1.0054 3.9432 -3.3354
H: -0.0838 3.1920 0.2356
O: 1.8527 0.7080 -3.6119
H: -4.0943 2.3524 4.6594
C: 2.0191 -0.8331 -0.0625

---

(3)
A 11-piece molecular cluster, CH23O11 overall. Source: the OMol25 dataset; level of theory: the ωB97M-V functional and the def2-TZVPD basis.

The HOMO energy comes out at -5.03 eV. The calculation puts the LUMO energy at 2.278 eV. As for the spin multiplicity: 1. The energy relative to the best compared isomer or geometry (same formula, charge and spin) comes out at 392.5 kJ/mol. As for the gap between HOMO and LUMO: 0.268 Eh. The value obtained for the maximum force is 15.3 eV/A. As for the electronic energy: -879.4671 Ha. The total charge is -1.

Cartesian coordinates (Å):
H: 1.9023 1.8311 0.1393
H: 3.0885 -0.7124 -1.5422
O: 0.4614 -3.1327 0.9082
H: 0.9560 -0.4239 -0.3230
H: 0.7984 2.9142 2.5692
H: -2.2407 0.6020 -0.0265
H: 0.1695 1.7189 3.1983
H: 0.0550 -2.3378 0.5940
H: 3.4534 -1.5973 -0.5312
H: -0.3517 1.0243 -0.2301
O: -3.1239 0.9859 0.1253
O: 2.1644 -0.7767 -3.0357
O: -2.8905 -2.6766 0.9127
H: -1.3328 -0.1843 2.1332
H: -3.3984 1.1227 0.9884
O: 3.7060 -0.7544 -0.8406
H: -2.4012 -2.1486 -2.0373
H: 1.3695 -0.3493 -3.3443
H: -2.1237 -2.1062 1.0650
H: -1.4907 -1.0844 -1.2781
O: 1.0107 3.4202 -1.8609
H: -2.0548 0.5427 3.0496
H: 1.8293 3.3081 -0.0948
H: -2.6320 -3.5909 1.1221
O: -1.6855 -1.4770 -2.1599
C: 0.1074 0.0260 0.1873
H: 0.0485 3.1771 -1.8227
H: 0.5006 0.3311 1.1554
O: -1.4540 -0.0050 2.9044
H: 0.4412 -3.8980 0.2698
H: 1.2142 3.0209 -2.7176
O: -0.8285 -0.8818 0.3423
O: 0.3906 2.6490 3.3349
O: 2.0269 2.6667 0.7721
H: 2.3146 -1.2035 -3.9268

---

Repeat the second record exactly.
C13H35AlF3O7S as an isolated structure. Source: the OMol25 dataset; level of theory: the ωB97M-V functional and the def2-TZVPD basis.

The HOMO energy comes out at -5.78 eV. The calculation puts the LUMO energy at 2.151 eV. As for the spin multiplicity: 1. The energy relative to the best compared isomer or geometry (same formula, charge and spin) comes out at 494.1 kJ/mol. As for the gap between HOMO and LUMO: 0.291 Eh. The value obtained for the maximum force is 8.8 eV/A. As for the electronic energy: -1983.0832 Ha. The total charge is -1.

Cartesian coordinates (Å):
H: -0.4025 -6.3015 2.6107
H: 0.9809 3.1094 2.2733
H: -0.1345 -4.2001 1.2742
H: -1.4903 3.5759 2.1422
H: 3.9029 -2.0486 0.5117
H: 2.5573 0.2061 0.1227
H: 4.4255 1.0890 -4.6386
C: 2.0573 4.4164 -2.3699
H: -1.1240 -2.9596 -4.7327
O: 4.7557 4.0591 -1.8913
O: 1.7093 -4.8524 1.8726
H: -1.0671 -6.5090 0.9724
O: -3.6221 3.0969 4.2484
H: -0.9048 -4.1988 -2.5670
C: 0.5272 -5.0563 1.1128
H: 2.6613 -1.7288 1.9650
H: -5.2021 3.5023 3.0032
C: -0.1512 -6.3394 1.5457
C: -2.0099 -3.2719 -4.1703
C: 0.2716 2.3407 1.9514
H: -2.7673 -2.4938 -4.3114
C: -1.1124 2.6136 2.5027
H: -4.8492 4.9896 5.6686
F: 1.8022 3.8930 -1.0010
C: -4.5980 4.0072 3.7633
H: 0.5158 -7.1964 1.4062
H: -1.1009 2.6271 3.5963
C: 2.1024 -1.0901 -1.7101
O: 0.2333 2.3216 0.5321
O: -1.1882 -2.2115 -2.1752
F: 2.1138 5.9187 -2.3104
H: 0.8630 -0.8074 0.1919
H: -1.8187 1.8478 2.1658
H: -1.8849 -1.5429 -2.2921
Al: 3.5696 1.4051 -3.3072
H: -4.0779 4.8452 3.2899
H: 0.7933 -5.0916 0.0519
H: 0.2203 -0.3747 -2.7723
C: 1.2482 0.1154 -2.4132
H: 0.9313 0.9009 -1.5840
C: -5.4621 4.4973 4.9065
C: 2.7533 -2.0164 0.8134
O: 4.1302 4.4318 -4.2740
S: 3.6793 3.6587 -2.9738
H: -2.5615 -3.7358 -2.1304
H: 4.3255 0.6755 -2.0892
H: 3.1978 -1.2262 -2.0938
H: -6.2170 5.2037 4.5498
C: -1.6776 -3.4361 -2.7017
H: 2.2937 -5.6140 1.7157
H: -5.9676 3.6590 5.3971
H: -2.3844 -4.2087 -4.5925
H: 0.6364 1.3686 2.2963
H: 2.2710 -3.0945 0.6541
H: 1.5476 -2.1317 -1.8908
F: 1.0054 3.9432 -3.3354
H: -0.0838 3.1920 0.2356
O: 1.8527 0.7080 -3.6119
H: -4.0943 2.3524 4.6594
C: 2.0191 -0.8331 -0.0625